No. 1
Molecular formula: C24H35N5O2
Method: DFT, wB97M-V/def2-TZVPD

The calculation puts the gap between HOMO and LUMO at 7.98 eV. Its SMILES is Cc1cc(N2CCN(C)CC2)nc2ccc(NC(=O)CCC(=O)NCCC(C)C)cc12. The LUMO energy is 0.5 eV. Its spin multiplicity is 1. The calculation puts the energy relative to the best compared isomer or geometry (same formula, charge and spin) at 0.221 eV.

```
66
Properties=species:S:1:pos:R:3:forces:R:3
C -0.448708 -1.382548 1.924092 -0.0863 0.0326 0.0069
C -1.361126 -0.326715 1.384045 -0.3016 -0.0262 -0.0275
C -2.713622 -0.506412 1.371119 0.2393 -0.1306 0.0026
C -3.572892 0.499058 0.841454 0.5184 0.5916 -0.0723
N -3.088094 1.621120 0.341244 -0.5680 -0.2580 -0.0099
C -1.761838 1.828417 0.345407 0.5552 -0.3589 0.1959
C -1.274470 3.034700 -0.200993 0.2075 0.0141 -0.0020
C 0.064899 3.295383 -0.227868 -0.0848 -0.0408 0.0303
C 0.986914 2.370907 0.299478 -0.2584 -0.4443 0.1824
C 0.539809 1.186233 0.836243 0.2442 0.0390 0.0039
C -0.830912 0.889504 0.861707 -0.4269 0.4546 -0.2367
H 1.247339 0.488222 1.247216 0.0655 -0.0262 -0.0003
N 2.348096 2.715322 0.229443 -0.0797 0.4030 -0.2412
C 3.416266 2.079660 0.758440 0.4495 0.4064 0.0400
O 3.353116 1.076110 1.449455 -0.1536 -0.1920 0.1925
C 4.747139 2.705895 0.374007 -0.0387 -0.1327 -0.0865
H 4.641528 3.791073 0.309793 0.0190 -0.0285 0.0290
H 5.482787 2.479884 1.147572 -0.1276 0.0563 0.0295
C 5.232498 2.170909 -0.979405 0.1455 -0.0583 -0.0582
C 5.825245 0.758452 -1.011180 -0.0566 0.4638 0.0809
O 6.468989 0.397071 -1.979336 0.0960 -0.0497 -0.3179
N 5.598694 -0.015413 0.059430 -0.0735 -0.1820 0.3569
H 4.960339 0.279750 0.788631 -0.0035 0.1503 -0.1087
C 6.018616 -1.398154 0.121866 0.2133 -0.2406 0.0737
C 4.899242 -2.311920 0.619833 0.1133 0.0112 -0.3979
H 5.355646 -3.228623 0.999823 0.0030 0.0019 0.0866
H 4.395383 -1.821051 1.456625 -0.0647 -0.0534 0.1410
C 3.855989 -2.696842 -0.435728 -0.1388 0.0561 0.2523
C 3.124178 -1.478775 -0.994831 0.1135 -0.2325 -0.1175
H 3.786350 -0.879342 -1.612994 0.0052 0.1304 -0.0849
H 2.284025 -1.793362 -1.611347 -0.0995 -0.0109 -0.0839
H 2.744748 -0.858352 -0.186464 -0.0830 0.1184 0.1054
C 2.855366 -3.672972 0.182990 0.2294 0.0729 -0.2149
H 2.115459 -3.981883 -0.552119 -0.1182 -0.0511 -0.0416
H 3.361079 -4.562417 0.552598 0.0080 -0.1216 0.0829
H 2.337702 -3.203624 1.017323 -0.1004 0.0534 0.1320
H 4.368953 -3.202665 -1.261436 0.0289 0.0026 0.0333
H 6.354912 -1.686562 -0.877336 0.0195 -0.0033 0.1223
H 6.873649 -1.474160 0.806012 -0.0314 -0.0565 -0.1600
H 4.412537 2.180076 -1.704291 0.0682 0.0170 -0.0352
H 6.009674 2.829662 -1.373324 -0.0629 -0.1032 -0.0242
H 2.531726 3.558755 -0.297055 0.1054 -0.1827 0.1324
H 0.430526 4.220875 -0.652755 0.0082 0.1064 -0.0413
H -1.989957 3.738525 -0.595851 -0.0769 0.0674 -0.0429
N -4.931434 0.388147 0.890281 -0.3298 0.0243 0.1170
C -5.644300 -0.862702 0.981363 0.0243 -0.4145 -0.1757
H -5.059050 -1.620301 1.497803 -0.0484 0.0482 0.0228
C -6.024490 -1.354518 -0.419051 -0.0831 0.0050 0.2856
N -6.852352 -0.356391 -1.069018 0.0415 -0.0212 0.0026
C -7.340815 -0.809703 -2.351949 0.0275 0.0027 0.0451
H -7.915572 -1.724197 -2.211254 -0.0365 -0.0418 -0.0709
H -6.530702 -1.010722 -3.070959 0.0139 -0.0052 -0.0245
H -7.995821 -0.047566 -2.771253 -0.0381 -0.0087 -0.0804
C -6.131216 0.901076 -1.174244 -0.0366 0.1462 0.2614
C -5.738952 1.386290 0.221555 -0.0541 0.3349 -0.3196
H -5.160121 2.305888 0.156095 -0.2126 -0.0734 0.0277
H -6.642130 1.546913 0.817109 0.0129 0.0166 -0.0408
H -6.784568 1.635798 -1.649297 0.0422 0.0178 -0.0256
H -5.217095 0.796828 -1.786154 -0.0358 0.0130 -0.0158
H -6.594899 -2.283228 -0.340794 0.0464 -0.0166 -0.0164
H -5.100541 -1.558135 -0.993513 -0.0418 -0.0194 0.0095
H -6.561887 -0.683041 1.551019 0.0675 -0.0944 -0.0042
H -3.124446 -1.418447 1.774591 0.0084 -0.0624 0.0361
H 0.228245 -1.727919 1.143616 0.1043 -0.0487 -0.0118
H -1.018192 -2.232664 2.292174 0.0062 -0.0442 0.0181
H 0.152547 -0.985197 2.740349 0.1004 -0.0233 0.0528
```
Positions in Å, forces in eV/Å.

Population analysis type Löwdin, resulting atomic charges in e: -0.031 -0.198 0.050 -0.272 0.152 -0.223 -0.006 -0.021 -0.210 0.044 -0.107 0.090 0.138 -0.461 0.038 -0.099 0.116 0.127 -0.080 -0.519 0.042 0.070 0.092 -0.163 -0.167 0.114 0.118 -0.424 -0.060 0.072 0.080 0.060 -0.083 0.075 0.074 0.069 0.137 0.122 0.121 0.125 0.122 0.144 0.109 0.112 -0.076 -0.139 0.105 -0.183 -0.234 -0.105 0.082 0.088 0.083 -0.181 -0.143 0.108 0.126 0.121 0.128 0.121 0.130 0.128 0.100 0.077 0.080 0.094

No. 2
Molecular formula: C24H35N5O2
Method: DFT, wB97M-V/def2-TZVPD

The calculation puts the gap between HOMO and LUMO at 8.53 eV. Its SMILES is CCCN(CCC)CCCNC(=O)C[C@H](C(=O)N1CCc2ccccc21)n1ccnc1. The LUMO energy is 0.7 eV. Its spin multiplicity is 1. The calculation puts the energy relative to the best compared isomer or geometry (same formula, charge and spin) at 1.086 eV.

```
66
Properties=species:S:1:pos:R:3:forces:R:3
C 3.450326 -0.690739 1.541559 -0.0080 0.1249 -0.1841
C 2.808222 -0.004321 0.342852 -0.2416 -0.2790 0.0561
H 2.591563 1.033393 0.608361 0.0009 0.0700 -0.0775
C 1.483161 -0.647450 -0.107078 0.1481 0.2964 -0.1229
N 1.527502 -1.993034 -0.628517 0.2086 -0.1988 0.1132
C 2.473439 -2.253196 -1.688570 -0.1219 0.2209 -0.1715
C 2.182896 -1.396764 -2.924338 0.1734 -0.2569 0.0342
C 2.932580 -1.915838 -4.144607 -0.0611 0.1791 0.1705
H 4.005754 -1.924311 -3.960547 0.1330 -0.0317 -0.0610
H 2.619289 -2.929371 -4.384926 -0.0100 -0.1210 -0.0621
H 2.737639 -1.284408 -5.008013 0.0443 0.0062 -0.1278
H 1.107757 -1.410785 -3.109922 -0.0417 0.0554 0.0673
H 2.478407 -0.362904 -2.737968 -0.0580 0.1012 0.0255
H 3.523486 -2.107355 -1.376171 0.0012 -0.0715 -0.0531
H 2.365051 -3.303838 -1.972449 0.0505 0.0100 0.0198
C 1.264851 -3.057150 0.311377 -0.2795 -0.0152 0.1559
C -0.246874 -3.190082 0.562243 0.2072 -0.0470 -0.1644
H -0.602416 -2.293421 1.072134 -0.0038 -0.0061 0.0744
H -0.426061 -4.040621 1.221445 -0.0370 -0.0016 0.1039
C -1.025149 -3.336539 -0.753253 0.1541 -0.1781 0.0152
N -2.157005 -2.436013 -0.799710 -0.1547 -0.3804 0.1114
C -2.174242 -1.354787 -1.597142 -0.7285 -0.0446 0.1949
O -1.384138 -1.156365 -2.499187 0.3188 0.2587 -0.3199
C -3.283523 -0.350048 -1.287984 0.4268 0.1103 0.0317
H -3.957396 -0.714085 -0.513610 -0.0099 0.0621 -0.0207
H -3.847303 -0.143632 -2.199035 0.0702 -0.0161 0.0297
C -2.589649 0.940202 -0.828370 -0.0207 -0.5613 -0.1952
N -3.523285 2.024378 -0.661724 -0.1314 0.2372 0.0226
C -3.773474 3.042079 -1.522720 0.0833 0.0330 -0.1409
N -4.691737 3.849042 -1.074517 -0.0957 0.4453 -0.4319
C -5.071810 3.343505 0.128380 0.0570 -0.2240 0.1900
C -4.362884 2.211113 0.403329 -0.1981 0.0573 0.2709
H -4.373188 1.543734 1.240132 0.0119 -0.1750 0.1874
H -5.826697 3.826302 0.715127 -0.1440 0.0249 0.1979
H -3.259007 3.150512 -2.456970 0.1944 -0.0632 -0.2234
H -1.865198 1.219252 -1.602153 -0.1124 -0.0011 0.1364
C -1.864118 0.685335 0.505442 0.0028 0.2519 -0.2602
O -2.123084 -0.292886 1.183361 -0.1399 -0.0950 0.1444
N -0.959547 1.620974 0.864483 -0.0033 -0.0752 0.1121
C -0.164871 1.571066 2.020860 0.3328 0.1091 0.4108
C -0.160189 0.626878 3.032363 -0.1526 -0.2117 0.0392
C 0.752158 0.783358 4.066305 0.0628 0.0624 0.0336
C 1.631698 1.851652 4.093719 0.1003 0.0096 0.1219
C 1.612384 2.802480 3.081964 -0.0883 -0.0814 -0.0535
C 0.710939 2.655344 2.050862 -0.1300 -0.1526 -0.0197
C 0.486478 3.534192 0.858216 0.0201 0.0632 0.0233
H 0.131514 4.519736 1.165422 0.0046 -0.0140 -0.0622
H 1.403088 3.675032 0.284076 -0.0376 0.0185 -0.0260
C -0.580868 2.776652 0.052027 -0.0523 0.3963 -0.5763
H -1.453353 3.404564 -0.142833 0.1073 -0.0864 -0.0155
H -0.175258 2.433891 -0.905253 -0.0542 0.0574 0.0588
H 2.291716 3.641366 3.099194 0.0808 0.0933 0.0069
H 2.335426 1.948923 4.906174 0.0628 0.0024 0.0847
H 0.772916 0.053139 4.861351 -0.0008 -0.0643 0.0678
H -0.842974 -0.205335 3.018487 -0.0125 -0.0152 -0.0159
H -2.751698 -2.430969 0.015436 0.0294 0.2055 -0.1408
H -1.377782 -4.362089 -0.894812 0.0829 0.0409 -0.0309
H -0.380128 -3.053098 -1.587614 -0.0943 -0.1115 0.0646
H 1.630015 -3.994888 -0.114008 0.0750 0.0250 0.0218
H 1.767111 -2.912712 1.278711 0.0432 -0.1021 -0.0638
H 1.045234 -0.007774 -0.883247 -0.0927 0.1013 0.0687
H 0.798237 -0.648912 0.741603 -0.0854 0.0543 0.0086
H 3.512641 0.009428 -0.490270 0.0300 0.0991 -0.0861
H 2.749736 -0.733579 2.373423 -0.0428 -0.0442 0.1188
H 4.329272 -0.136507 1.866264 0.0883 -0.0174 0.0826
H 3.762419 -1.701714 1.290834 0.0377 -0.1395 0.0294
```
Positions in Å, forces in eV/Å.

Population analysis type Löwdin, resulting atomic charges in e: -0.095 -0.216 0.093 -0.193 -0.186 -0.210 -0.243 -0.111 0.070 0.070 0.068 0.096 0.101 0.119 0.118 -0.193 -0.143 0.086 0.108 -0.158 0.071 -0.497 0.060 -0.025 0.120 0.136 -0.184 -0.058 -0.184 0.058 -0.149 -0.059 0.121 0.093 0.128 0.150 -0.382 0.067 0.051 -0.155 -0.006 -0.083 -0.087 -0.029 -0.176 -0.077 0.123 0.120 -0.092 0.121 0.126 0.115 0.101 0.105 0.102 0.136 0.118 0.108 0.119 0.109 0.111 0.099 0.096 0.062 0.071 0.065

Question: Among the records above, which one has the highest gap between HOMO and LUMO?
Answer: number 2

Question: Look up the gap between HOMO and LUMO of the second one.
Answer: 8.53 eV